{
  "formula": "C54H123AsF6O32P5S6",
  "method": "the ωB97M-V functional and the def2-TZVPD basis",
  "symbols": ["As", "F", "F", "F", "F", "F", "F", "C", "C", "C", "S", "O", "O", "C", "H", "H", "H", "H", "H", "H", "H", "H", "C", "C", "C", "S", "O", "O", "C", "H", "H", "H", "H", "H", "H", "H", "H", "C", "C", "C", "S", "O", "O", "C", "H", "H", "H", "H", "H", "H", "H", "H", "C", "C", "C", "S", "O", "O", "C", "H", "H", "H", "H", "H", "H", "H", "H", "C", "C", "C", "S", "O", "O", "C", "H", "H", "H", "H", "H", "H", "H", "H", "C", "C", "C", "S", "O", "O", "C", "H", "H", "H", "H", "H", "H", "H", "H", "C", "C", "O", "P", "O", "O", "C", "C", "O", "C", "C", "H", "H", "H", "H", "H", "H", "H", "H", "H", "H", "H", "H", "H", "H", "H", "C", "C", "O", "P", "O", "O", "C", "C", "O", "C", "C", "H", "H", "H", "H", "H", "H", "H", "H", "H", "H", "H", "H", "H", "H", "H", "C", "C", "O", "P", "O", "O", "C", "C", "O", "C", "C", "H", "H", "H", "H", "H", "H", "H", "H", "H", "H", "H", "H", "H", "H", "H", "C", "C", "O", "P", "O", "O", "C", "C", "O", "C", "C", "H", "H", "H", "H", "H", "H", "H", "H", "H", "H", "H", "H", "H", "H", "H", "C", "C", "O", "P", "O", "O", "C", "C", "O", "C", "C", "H", "H", "H", "H", "H", "H", "H", "H", "H", "H", "H", "H", "H", "H", "H"],
  "positions_angstrom": [[0.7506, 0.7100, 0.4379], [1.1416, 2.1498, -0.4931], [-0.9717, 0.9513, 0.2857], [0.3998, -0.7200, 1.3804], [2.5157, 0.4816, 0.5921], [0.6847, 1.6336, 1.9494], [0.8496, -0.2606, -1.0094], [-4.1841, -0.1410, 0.2203], [-3.5305, -1.0540, 1.2971], [-4.1616, -2.4270, 1.1216], [-5.8830, -2.2166, 0.4769], [-6.8484, -2.4556, 1.5250], [-6.0836, -2.8783, -0.7953], [-5.6626, -0.4429, 0.1103], [-3.7338, -0.3941, -0.7448], [-3.9334, 0.8982, 0.4151], [-3.7935, -0.5999, 2.2570], [-2.4498, -0.9946, 1.1817], [-4.1735, -3.0200, 2.0345], [-3.6426, -2.9604, 0.3229], [-6.1991, 0.0659, 0.9194], [-6.2648, -0.1679, -0.7513], [-0.0583, 6.6579, -1.7840], [1.3978, 6.4816, -1.3408], [1.9804, 5.1650, -1.8036], [1.4153, 5.0717, -3.5052], [1.1240, 3.7368, -3.9770], [2.3134, 5.9249, -4.2480], [-0.1630, 5.9727, -3.1534], [-0.2426, 7.7290, -1.8949], [-0.7474, 6.3690, -0.9937], [1.5074, 6.6128, -0.2661], [2.0111, 7.2278, -1.8537], [1.5712, 4.2807, -1.3037], [3.0651, 5.0651, -1.7993], [-0.8791, 5.1517, -3.0573], [-0.4324, 6.5130, -4.0575], [-1.7171, 1.2359, -5.3114], [-0.5045, 0.9717, -4.4126], [-0.9669, 1.1426, -2.9628], [-2.4846, 2.2037, -2.9954], [-2.2775, 3.4471, -2.2951], [-3.6643, 1.4051, -2.7268], [-2.3785, 2.4758, -4.7662], [-2.3652, 0.3552, -5.3004], [-1.4725, 1.3233, -6.3717], [0.3285, 1.6535, -4.5684], [-0.1056, -0.0334, -4.5628], [-0.2144, 1.7412, -2.4487], [-1.1089, 0.2645, -2.3396], [-1.7365, 3.3429, -4.9349], [-3.3642, 2.6886, -5.1776], [-0.8457, -0.0053, 4.4624], [-1.6690, 0.7379, 5.5226], [-2.8063, -0.0903, 6.0825], [-2.4132, -1.8484, 5.8045], [-3.4583, -2.4122, 4.9567], [-1.9570, -2.4297, 7.0504], [-0.8766, -1.5130, 4.7606], [0.1838, 0.3464, 4.4699], [-1.2591, 0.2557, 3.4866], [-1.9638, 1.7236, 5.1586], [-0.9479, 0.9637, 6.3149], [-3.8132, 0.0753, 5.7130], [-2.6729, 0.0256, 7.1569], [-0.9913, -2.2378, 3.9622], [-0.0450, -1.6891, 5.4401], [7.0614, -2.3022, -0.5102], [6.2795, -1.0020, -0.7491], [5.5828, -0.6438, 0.5528], [6.7301, -1.1596, 1.9057], [5.9684, -1.9970, 2.7997], [7.4645, -0.0009, 2.3355], [7.8469, -2.1483, 0.7914], [7.7055, -2.5875, -1.3402], [6.3538, -3.1262, -0.3926], [5.5463, -1.0508, -1.5547], [6.9948, -0.2450, -1.0851], [4.6613, -1.2228, 0.6227], [5.2950, 0.3854, 0.7582], [7.9993, -3.1082, 1.2835], [8.8061, -1.6490, 0.6780], [4.4368, 2.8574, 2.3358], [3.2773, 3.6101, 1.6657], [3.5613, 5.0831, 1.6975], [5.3253, 5.1688, 1.2180], [6.0339, 5.9736, 2.1907], [5.4901, 5.3511, -0.2169], [5.6791, 3.4163, 1.6244], [4.1547, 1.8167, 2.1629], [4.4047, 2.9522, 3.4224], [2.2973, 3.3671, 2.0769], [3.1967, 3.2788, 0.6256], [3.6507, 5.4580, 2.7238], [3.0060, 5.8673, 1.1871], [6.6711, 3.4164, 2.0693], [5.7565, 2.8652, 0.6854], [-3.9406, -7.7537, -4.7052], [-2.5305, -7.3252, -5.0838], [-2.7101, -6.0111, -5.6798], [-1.4037, -5.1167, -5.8925], [-1.6092, -3.8940, -6.6618], [-0.8154, -4.9654, -4.4225], [-0.2035, -3.7160, -4.0563], [-0.0925, -3.6096, -2.5698], [-0.3492, -6.1549, -6.5733], [-0.3849, -6.3149, -7.9991], [0.5721, -7.4274, -8.3669], [-3.9125, -8.7773, -4.3310], [-4.2585, -7.0735, -3.9157], [-4.6205, -7.6285, -5.5442], [-1.8961, -7.3109, -4.1955], [-2.0149, -7.9720, -5.7947], [0.7948, -3.7301, -4.5076], [-0.7136, -2.8497, -4.4824], [0.5454, -2.7530, -2.3274], [-1.0471, -3.3714, -2.0977], [0.3993, -4.4458, -2.0742], [-1.4191, -6.5451, -8.2743], [-0.1028, -5.3695, -8.4694], [1.6194, -7.2245, -8.1488], [0.3540, -8.3333, -7.7991], [0.3930, -7.5866, -9.4328], [-1.0788, -4.5434, 0.6907], [-1.2019, -4.5112, 2.2286], [0.1186, -4.2149, 2.6848], [1.3056, -5.2651, 2.9127], [1.1248, -6.5254, 2.1950], [2.5681, -4.3575, 2.5662], [3.0396, -4.2495, 1.2325], [2.4993, -3.0214, 0.5558], [1.5079, -5.3869, 4.4671], [0.5630, -6.1338, 5.2294], [0.0690, -5.2111, 6.3384], [-0.3302, -5.2434, 0.3292], [-2.0320, -4.7890, 0.2103], [-0.8593, -3.5262, 0.3606], [-1.9536, -3.7666, 2.4823], [-1.4712, -5.5005, 2.6039], [4.1289, -4.1381, 1.2758], [2.8952, -5.1591, 0.6408], [2.7912, -2.1294, 1.1081], [2.8183, -3.0296, -0.4916], [1.4145, -2.9650, 0.4430], [-0.2987, -6.4906, 4.6645], [1.0829, -6.9770, 5.6846], [-0.6233, -5.7672, 6.9856], [0.8397, -4.8530, 7.0156], [-0.6180, -4.4441, 5.9828], [-6.1764, 4.9175, -1.6565], [-5.0585, 4.3596, -0.7850], [-5.4641, 4.4677, 0.5894], [-6.2585, 3.3076, 1.3563], [-7.0854, 2.4829, 0.4586], [-5.1773, 2.4928, 2.1933], [-4.1914, 3.1595, 2.9603], [-2.8232, 2.6951, 2.4584], [-7.0713, 4.0811, 2.5111], [-8.4198, 3.7039, 2.8534], [-9.3906, 4.5116, 2.0231], [-6.0474, 4.7946, -2.7315], [-7.1771, 4.5260, -1.4669], [-6.2243, 5.9658, -1.3506], [-4.7192, 3.3317, -0.9241], [-4.1635, 4.9659, -0.9214], [-4.2453, 4.2506, 2.9058], [-4.2648, 2.9879, 4.0364], [-1.9672, 3.3008, 2.7340], [-2.6673, 1.6504, 2.7373], [-2.8537, 2.6362, 1.3663], [-8.4693, 2.6167, 2.7506], [-8.5032, 3.8651, 3.9305], [-10.4101, 4.2266, 2.2858], [-9.2155, 5.5807, 2.1289], [-9.2203, 4.2786, 0.9707], [2.3460, 3.3525, 5.5042], [0.9061, 3.5394, 5.9818], [0.5252, 4.9133, 5.7911], [-0.9000, 5.3020, 5.1743], [-1.9172, 4.2524, 5.2550], [-1.2178, 6.6603, 5.9652], [-2.2568, 7.5596, 5.5267], [-3.5632, 6.9371, 5.0967], [-0.5484, 5.8178, 3.6910], [0.2134, 4.9407, 2.8290], [-0.2740, 5.2663, 1.4319], [2.5042, 3.7916, 4.5179], [3.0984, 3.7075, 6.2042], [2.5159, 2.2810, 5.3637], [0.2185, 2.8787, 5.4590], [0.9187, 3.3664, 7.0578], [-2.4082, 8.1988, 6.3940], [-1.8349, 8.1126, 4.6828], [-4.2580, 7.7312, 4.8282], [-3.4401, 6.1680, 4.3376], [-3.9932, 6.4636, 5.9853], [1.2661, 5.1996, 2.9467], [0.1396, 3.8956, 3.1384], [-1.2716, 4.9178, 1.1388], [-0.4051, 6.3476, 1.3635], [0.2959, 4.8041, 0.6237], [5.7403, -6.0187, -1.6419], [6.3139, -5.0320, -2.6510], [5.5007, -3.8704, -2.7216], [4.4213, -3.6370, -3.8950], [3.2050, -4.4441, -3.7845], [4.2351, -2.0753, -3.8572], [3.1588, -1.4391, -3.1593], [3.1855, 0.0197, -3.4949], [5.3220, -3.9046, -5.1989], [4.7810, -3.4382, -6.4417], [3.6601, -4.3180, -6.9605], [5.0781, -5.5436, -0.9190], [5.1564, -6.7703, -2.1780], [6.4767, -6.5749, -1.0590], [7.3042, -4.7065, -2.3201], [6.4546, -5.5033, -3.6248], [2.1950, -1.8616, -3.4496], [3.2919, -1.5701, -2.0840], [2.5811, 0.6518, -2.8459], [4.2292, 0.3409, -3.4203], [2.8862, 0.2638, -4.5171], [4.4777, -2.3884, -6.4012], [5.5856, -3.4018, -7.1788], [3.5709, -4.2278, -8.0451], [3.7974, -5.3841, -6.7649], [2.6855, -4.1311, -6.5066]],
  "atomic_forces_ev_per_a": [[0.63, -0.32, 0.81], [-0.52, -0.25, 0.33], [0.49, 0.15, -0.48], [0.35, 0.26, -0.30], [-0.93, 0.08, 0.36], [0.33, -0.07, -0.71], [-0.30, 0.17, 0.14], [0.80, -0.70, -1.07], [-1.33, 1.13, -0.27], [0.13, -0.41, -0.29], [0.55, 1.12, -0.35], [0.25, 0.10, -0.01], [0.39, -0.36, 0.32], [-1.08, 0.20, 1.83], [0.14, 0.15, 0.00], [-0.34, 0.06, -0.03], [0.06, -0.36, 0.22], [0.05, -0.39, 0.04], [-0.22, -0.06, -0.06], [-0.06, -0.14, 0.06], [0.11, -0.11, 0.16], [0.61, -0.21, -0.49], [0.78, 1.06, -0.65], [0.88, 0.51, 0.12], [-0.59, -1.37, -0.08], [-0.42, 1.02, 0.81], [0.12, 0.20, 0.07], [-0.19, -0.10, -0.41], [-0.48, -1.78, 0.14], [0.07, 0.02, -0.04], [-0.19, -0.76, -0.45], [0.05, 0.04, -0.03], [-0.09, 0.26, 0.28], [-0.12, 0.11, 0.10], [0.03, 0.34, -0.02], [-0.01, -0.03, -0.18], [0.18, 0.50, 0.25], [0.26, -0.66, -0.49], [-0.09, -0.62, 0.19], [0.17, 1.13, 0.58], [0.71, -1.34, -0.78], [-0.08, 0.26, 0.31], [0.32, 0.38, 0.10], [-0.26, 0.39, -0.28], [-0.26, 0.17, 0.37], [0.27, 0.34, 0.09], [-0.22, 0.20, -0.30], [-0.12, -0.05, -0.03], [-0.20, 0.09, 0.18], [-0.43, -0.16, -0.32], [0.04, 0.01, 0.16], [-0.09, -0.09, 0.20], [-0.88, -0.37, -0.90], [1.06, 0.47, -0.10], [0.56, -0.46, 0.80], [1.23, 1.57, -1.48], [0.66, -0.15, 0.85], [-0.66, -0.38, -0.19], [-1.04, 0.35, 1.15], [0.02, -0.01, -0.11], [0.17, -0.41, -0.14], [-0.28, -0.12, -0.07], [-0.34, -0.08, 0.33], [0.04, 0.21, 0.00], [-0.98, -0.14, 0.13], [0.56, 0.23, -0.29], [-0.03, -0.69, -0.15], [-0.49, -0.22, 0.25], [0.47, 0.58, -0.39], [0.15, -0.42, 0.56], [-0.74, -0.16, -2.26], [0.65, 0.05, 0.23], [0.14, 0.14, 0.60], [-0.62, -0.25, 0.57], [0.05, 0.23, -0.06], [-0.06, 0.01, 0.03], [0.04, -0.39, 0.00], [-0.03, 0.20, 0.29], [0.16, -0.16, 0.31], [0.33, 0.12, -0.30], [0.05, 0.04, 0.06], [-0.14, 0.30, 0.09], [-0.79, 0.29, 0.05], [-0.95, -0.04, -0.55], [1.53, 1.09, 0.86], [-0.16, -1.20, 0.00], [-0.08, 0.25, -0.56], [-0.13, 0.29, 0.82], [-0.19, -0.39, -0.53], [0.86, -0.18, -0.23], [0.30, 0.45, -0.03], [0.13, -0.05, 0.25], [0.11, -0.05, -0.02], [-0.20, -0.23, 0.13], [-0.22, -0.55, -0.57], [-0.23, -0.16, 0.50], [0.09, 0.31, -0.19], [0.73, 0.16, 0.15], [-0.63, -0.03, -0.07], [0.97, 0.17, 0.08], [0.62, -1.06, 0.08], [-0.20, 0.10, -0.02], [-0.77, -0.01, -0.64], [1.19, 0.12, -0.31], [0.16, 0.70, 0.68], [-0.36, 0.82, 0.75], [0.14, 0.13, 0.54], [-0.50, -0.10, -0.06], [-0.27, 0.00, -0.04], [-0.20, -0.17, 0.08], [0.00, -0.25, -0.07], [-0.01, 0.44, 0.01], [-0.28, -0.04, -0.20], [0.03, 0.03, 0.16], [-0.39, -0.28, 0.00], [-0.05, 0.07, -0.13], [-0.09, -0.35, -0.02], [-0.23, -0.26, -0.26], [0.13, -0.12, -0.26], [-0.07, -0.05, 0.00], [-0.04, 0.44, -0.21], [-0.29, -0.05, -0.19], [0.45, -0.35, 0.01], [-1.02, 0.36, 0.17], [0.72, -1.44, -2.02], [0.13, 0.58, 1.05], [0.04, 1.17, -0.54], [-0.05, -0.25, -0.19], [-0.43, -0.89, 0.65], [0.64, 0.12, -0.78], [-0.65, 0.12, -0.56], [0.26, 0.01, -0.42], [-0.24, 0.70, 1.46], [-1.26, -0.87, 0.45], [0.11, 0.00, 0.21], [0.00, -0.16, 0.15], [0.29, -0.04, -0.03], [0.44, 0.19, 0.64], [-0.33, 0.13, 0.06], [-0.06, -0.01, 0.39], [-0.49, -0.06, 0.27], [0.11, 0.09, -0.26], [0.51, 0.28, 0.15], [-0.05, -0.32, 0.46], [0.24, -0.04, -0.34], [0.02, -0.12, -0.30], [0.21, -0.32, -0.01], [0.20, 0.31, -0.39], [0.62, 0.44, -0.22], [-0.27, 0.12, 0.29], [-0.11, -0.76, -0.25], [-0.33, 0.17, 1.55], [-0.49, 0.33, -0.36], [0.40, 0.03, 0.62], [-0.72, -0.07, -0.36], [1.87, 0.91, 0.55], [-0.54, -0.68, -0.71], [0.93, 0.26, -0.66], [0.59, -0.32, 0.22], [0.11, -0.59, -0.21], [0.51, 0.22, 0.05], [0.26, -0.45, 0.39], [-0.09, 0.16, -0.54], [-0.42, -0.04, -0.58], [-0.04, 0.10, 0.28], [-0.31, -0.02, -0.49], [-0.48, -0.56, -0.11], [-0.19, 0.05, 0.37], [0.16, 0.10, 0.26], [0.05, 0.33, -0.04], [-0.52, 0.11, -0.43], [-0.05, 0.39, -0.10], [-0.06, 0.25, -0.04], [-0.12, 0.00, 0.32], [-0.12, -0.12, 0.01], [-0.34, -0.59, -0.46], [1.06, 0.25, 0.22], [-0.75, 0.42, -0.27], [0.84, 0.85, 0.25], [-0.02, -0.20, -0.13], [0.12, -1.23, -0.53], [0.38, 0.31, -0.58], [-0.08, -0.42, 1.23], [-0.33, -0.26, 1.08], [-0.21, 0.30, -0.31], [-0.76, -0.44, -0.62], [-0.04, 0.19, 0.09], [-0.13, 0.26, 0.01], [0.04, -0.02, 0.12], [-0.07, -0.03, 0.12], [-0.51, -0.24, -0.02], [0.01, 0.21, -0.19], [0.00, 0.26, 0.22], [0.09, -0.03, -0.40], [-0.15, 0.24, -0.22], [-0.10, -0.23, -0.21], [-0.02, 0.20, -0.03], [-0.38, -0.06, -0.22], [-0.15, -0.36, 0.89], [0.69, 0.08, -0.24], [0.63, 0.39, 0.24], [-0.40, -0.69, -0.18], [0.59, -0.55, 0.74], [-0.63, 0.60, -0.97], [0.95, -0.60, 0.63], [-0.05, 0.16, -0.08], [0.29, -0.25, -0.38], [-0.97, 0.32, 0.33], [0.76, 0.85, -0.43], [-0.45, 0.74, 0.50], [-0.11, -0.01, -1.04], [-0.59, -0.53, -0.11], [0.03, 0.22, -0.12], [-0.19, 0.07, 0.17], [0.29, 0.20, -0.21], [-0.12, 0.19, -0.07], [-0.18, 0.15, -0.05], [0.19, -0.34, 0.03], [0.00, -0.12, -0.03], [-0.06, -0.31, 0.26], [-0.08, 0.23, 0.15], [-0.08, -0.37, -0.05], [-0.20, -0.09, 0.53], [0.28, -0.46, 0.32], [-0.05, 0.23, 0.04], [0.54, 0.09, 0.08], [0.08, 0.38, -0.01]],
  "charge": -1,
  "largest_force_ha_per_bohr": 0.05022,
  "energy_ha": -11470.62242,
  "mol_weight_g_mol": 1820.73
}